# C17H16Cl3NO5PS4V

A molecular structure, C17H16Cl3NO5PS4V at a distorted geometry (wB97M-V/def2-TZVPD, OMol25).

## Properties
Maximum force (eV/A): 1.211
Electronic energy (eV): -145498.047
Highest occupied orbital energy (alpha / beta) (eV): -11.80 / -11.84
ΔE to the lowest compared entry with this formula, charge and spin (kJ/mol): 100.7

Geometry as ORCA input:
```
! RIJCOSX wB97M-V def2-TZVPD def2/J DEFGRID3
* xyz 1 2
H -4.82294 -0.53619 0.14541
C 1.09512 -1.97776 -5.11393
C 2.29178 3.78931 3.64174
H 2.40440 4.86083 3.73620
H -3.11558 2.63202 2.64174
C 2.42277 -2.14723 -3.12987
C 1.40308 -1.52004 -3.83808
S 1.81542 1.73222 -0.48285
H -0.90013 0.69524 1.79493
C 2.19541 3.21848 2.37734
S -0.67885 -1.00427 -0.44817
Cl 3.70107 -4.93666 -5.62869
C 2.11090 1.61919 4.70697
O 0.45442 -1.00870 3.19843
S 1.80976 -0.61127 2.95694
O -3.45551 -0.18758 -1.37027
C 2.82389 -3.62519 -4.93624
Cl -0.16370 -1.20029 -5.99781
O -2.57264 1.02317 0.59329
O 2.89891 -1.43878 3.34828
C 1.97541 0.96412 1.10146
H -1.09193 2.35803 1.16484
H -1.66738 2.24390 3.58100
Cl 2.69430 -1.56002 -1.51214
H 3.92753 -3.67622 -3.08686
H 1.56666 -3.37675 -6.66135
C -4.33011 -1.11902 -0.62964
C -2.37283 1.86134 2.84196
H 2.22496 3.83221 1.48634
H -5.96580 -2.39087 -1.09080
S -1.30978 1.66216 -2.07762
C 1.80434 -3.02767 -5.66684
N 1.91119 -0.29130 1.30345
H -5.89336 -0.93152 -2.08713
C 2.25158 3.00211 4.78774
H 2.33081 3.47165 5.75889
H 2.06971 1.00354 5.59522
C -5.29568 -1.71101 -1.61749
O 0.73109 -0.48925 -3.26789
C 3.14488 -3.19588 -3.65618
C 2.07640 1.84261 2.29759
H -2.86141 0.98290 3.25976
P -2.14654 0.37208 -0.76086
C -1.60833 1.50336 1.59692
V 0.55272 0.37213 -1.74498
H -3.69640 -1.87864 -0.16882
H -4.76964 -2.27136 -2.38878
C 2.03002 1.07085 3.44682
*
```